# C3H5NO

The molecule C3H5NO at a distorted geometry (ωB97M-V with the def2-TZVPD basis set, OMol25).

Highest occupied orbital energy ... -8.63 eV
DFT total energy ... -247.22981 Eh
Structure (SMILES) ... C=CNC=O
ΔE to the lowest compared entry with this formula, charge and spin ... 203.28 kJ/mol
Total charge ... 0
Molar mass ... 71.08 g/mol
HOMO-LUMO gap ... 9.5575 eV

Last column: Mulliken charge in e.
CARTESIAN COORDINATES (ANGSTROEM)
C -1.748 -0.284 -0.009  -0.735
C -0.429 -0.454 -0.212  0.003
C 1.661 0.239 0.105  -0.041
H -2.378 -1.109 0.256  0.276
H -2.042 0.777 0.185  0.214
H 0.069 -1.431 0.069  0.251
H 0.045 1.395 -0.306  0.124
H 2.330 1.080 0.115  0.369
N 0.363 0.562 -0.121  -0.057
O 2.129 -0.777 -0.080  -0.403



# C4H5NO

A structure of composition C4H5NO at a distorted geometry (ωB97M-V with the def2-TZVPD basis set, OMol25).

Highest occupied orbital energy ... -10.38 eV
DFT total energy ... -285.28824 Eh
ΔE to the lowest compared entry with this formula, charge and spin ... 331.72 kJ/mol
Total charge ... 0
Molar mass ... 83.09 g/mol
HOMO-LUMO gap ... 10.7033 eV

Last column: Mulliken charge in e.
CARTESIAN COORDINATES (ANGSTROEM)
C 0.510 0.911 -0.646  -1.011
C 0.101 -0.927 0.106  0.697
O 1.010 -1.633 -0.284  -0.604
C 0.225 0.126 1.072  -0.686
C -1.310 -1.049 -0.286  0.354
N -2.446 -1.182 -0.434  -0.378
H 1.547 1.206 -0.662  0.334
H -0.235 1.695 -0.640  0.381
H 0.348 0.359 -1.607  0.339
H -0.604 0.718 1.456  0.315
H 0.854 -0.223 1.924  0.261



# C34H60AsN3NiO6S2Si6Te

A structure of composition C34H60AsN3NiO6S2Si6Te at a distorted geometry (ωB97M-V with the def2-TZVPD basis set, OMol25).

Highest occupied orbital energy (alpha / beta) ... -0.76 / -0.79 eV
DFT total energy ... -8492.81571 Eh
Total charge ... -2
Molar mass ... 1100.73 g/mol
HOMO-LUMO gap (alpha / beta) ... 4.6119 / 4.6354 eV

Last column: Mulliken charge in e.
CARTESIAN COORDINATES (ANGSTROEM)
Ni 1.460 0.772 0.727  1.439
O 2.368 -0.060 4.832  -0.654
As 0.873 0.700 4.237  0.467
O -0.337 0.230 5.236  -0.887
O 0.772 0.404 2.608  -0.186
C 1.280 2.562 4.470  -0.590
C 0.552 3.399 5.216  -0.861
C 1.091 4.840 5.193  0.389
C 3.160 5.507 3.447  -1.578
C 3.832 4.682 2.637  -0.664
C 3.159 3.303 2.578  1.336
S 3.194 1.349 -0.488  0.432
O 4.456 2.055 0.635  -0.481
O 3.040 2.482 -1.384  -0.678
O 3.974 0.249 -1.037  -0.583
H 2.083 -0.611 5.573  0.298
H -0.304 3.096 5.807  0.543
H 0.279 5.561 5.060  0.682
H 3.350 6.562 3.598  0.398
H 4.676 4.927 2.007  0.559
N 0.958 4.850 2.810  0.007
C 1.938 4.751 3.922  -0.245
C 1.826 5.185 6.457  -1.191
C 2.982 4.649 6.861  -0.418
C 3.762 3.612 6.202  -0.564
C 3.567 3.046 5.008  -1.234
C 2.496 3.314 3.969  1.231
S 4.223 1.856 2.230  -0.063
N 2.195 3.343 1.512  0.083
C 1.163 4.057 1.703  0.475
C 0.147 4.076 0.607  -0.545
C -0.632 5.191 0.326  -0.980
C -1.489 5.140 -0.762  -0.714
C -1.532 3.983 -1.524  -0.515
C -0.723 2.916 -1.149  -0.324
N 0.090 2.956 -0.108  0.841
H -0.011 4.909 3.089  0.532
H 1.355 5.922 7.099  0.355
H 3.375 4.994 7.812  0.357
H 4.596 3.227 6.779  0.386
H 4.232 2.231 4.744  0.341
H -0.538 6.082 0.934  0.553
H -2.105 5.993 -1.018  0.397
H -2.178 3.898 -2.387  0.496
H -0.734 1.978 -1.691  -0.045
C -2.439 -1.382 2.824  -1.226
Si -1.816 -0.541 1.258  0.543
C -1.910 1.315 1.604  -0.078
C -3.118 -0.785 -0.084  -0.707
C -0.307 -1.444 0.607  1.327
Si 1.018 -2.418 1.545  0.936
C 0.446 -2.987 3.253  -1.081
C 1.163 -4.025 0.544  -1.101
C 2.788 -1.835 1.695  -0.711
H -3.468 -1.047 2.997  0.397
H -1.838 -1.090 3.689  0.340
H -2.452 -2.471 2.749  0.221
H -2.580 1.438 2.462  0.496
H -2.337 1.861 0.759  0.289
H -0.950 1.755 1.863  -0.704
H -4.091 -0.393 0.228  0.509
H -3.236 -1.830 -0.379  0.050
H -2.797 -0.233 -0.975  -0.127
H -0.857 -2.305 0.183  -1.057
H -0.480 -3.562 3.191  0.300
H 0.293 -2.172 3.961  0.261
H 1.221 -3.649 3.655  0.364
H 0.183 -4.479 0.369  0.240
H 1.779 -4.752 1.082  0.436
H 1.628 -3.840 -0.428  0.080
H 2.912 -1.010 2.391  -0.130
H 3.217 -1.550 0.734  0.230
H 3.367 -2.689 2.072  0.461
C 0.839 -0.505 -5.392  -0.911
Si 0.535 -2.251 -4.738  0.218
C 2.189 -2.880 -4.089  -0.906
C 0.161 -3.346 -6.254  -1.108
Si -1.093 -2.191 -3.059  0.347
Te 0.649 -0.698 -1.207  -0.894
Si -2.852 -1.084 -4.132  0.635
C -2.555 0.797 -4.082  -0.900
C -3.092 -1.510 -5.969  -1.241
C -4.565 -1.417 -3.393  -1.042
Si -1.800 -4.410 -2.911  0.443
C -0.331 -5.599 -2.778  -1.031
C -2.847 -5.067 -4.357  -1.177
C -2.871 -4.679 -1.374  -1.021
H 1.663 -0.488 -6.113  0.372
H 1.101 0.161 -4.567  0.179
H -0.048 -0.094 -5.882  0.218
H 2.927 -2.923 -4.897  0.338
H 2.094 -3.883 -3.666  0.231
H 2.572 -2.224 -3.306  0.195
H 0.941 -3.232 -7.014  0.388
H -0.801 -3.101 -6.706  0.282
H 0.132 -4.398 -5.958  0.237
H -2.305 1.183 -5.073  0.483
H -1.728 1.040 -3.414  -0.154
H -3.447 1.323 -3.727  0.365
H -2.216 -1.205 -6.547  0.256
H -3.965 -0.997 -6.388  0.402
H -3.227 -2.584 -6.104  0.258
H -4.597 -1.201 -2.326  0.234
H -4.836 -2.468 -3.532  0.190
H -5.326 -0.807 -3.891  0.396
H 0.128 -5.760 -3.756  0.317
H -0.662 -6.572 -2.398  0.394
H 0.433 -5.215 -2.099  0.136
H -2.341 -4.882 -5.306  0.237
H -3.816 -4.560 -4.389  0.258
H -3.034 -6.143 -4.271  0.393
H -2.322 -4.384 -0.476  0.140
H -3.171 -5.725 -1.261  0.458
H -3.775 -4.067 -1.422  0.237



# C4H8O3

The molecule C4H8O3 (ωB97M-V with the def2-TZVPD basis set, OMol25).

Highest occupied orbital energy ... -10.21 eV
DFT total energy ... -382.90776 Eh
Structure (SMILES) ... C[C@@H](O)[C@@H](O)C=O
ΔE to the lowest compared entry with this formula, charge and spin ... 149.81 kJ/mol
Total charge ... 0
Molar mass ... 104.10 g/mol
HOMO-LUMO gap ... 10.9294 eV

Last column: Mulliken charge in e.
CARTESIAN COORDINATES (ANGSTROEM)
C 0.843 -0.898 1.151  -1.480
C 0.801 0.415 0.376  0.344
O 1.829 0.372 -0.577  -0.572
C -0.579 0.722 -0.328  0.195
O -0.383 1.035 -1.683  -0.651
C -1.610 -0.383 -0.225  0.084
O -2.115 -0.861 -1.216  -0.535
H 1.820 -0.988 1.634  0.365
H 0.075 -0.959 1.929  0.338
H 0.731 -1.743 0.462  0.377
H 0.983 1.240 1.081  0.212
H 1.468 0.766 -1.388  0.368
H -1.026 1.591 0.179  0.242
H -0.924 0.395 -2.182  0.356
H -1.912 -0.705 0.787  0.356



# C5H14N2S

A structure of composition C5H14N2S at a distorted geometry (ωB97M-V with the def2-TZVPD basis set, OMol25).

Highest occupied orbital energy ... -8.79 eV
DFT total energy ... -706.27304 Eh
ΔE to the lowest compared entry with this formula, charge and spin ... 832.51 kJ/mol
Total charge ... 0
Molar mass ... 134.25 g/mol
HOMO-LUMO gap ... 5.6226 eV

Last column: Mulliken charge in e.
CARTESIAN COORDINATES (ANGSTROEM)
C 0.865 0.559 0.121  -0.601
N -0.466 0.033 -0.038  -0.136
C -1.538 0.216 1.002  -0.073
C -1.304 -0.573 2.257  -1.033
S -3.828 0.220 -0.963  -0.154
C 1.884 -0.396 -0.421  -0.597
N 3.476 0.431 -0.283  -0.408
C 4.469 -0.511 -0.754  -0.765
H 1.191 0.675 1.269  0.215
H 1.065 1.583 -0.307  0.303
H -0.861 -0.028 -1.001  0.257
H -1.834 1.218 1.158  0.539
H -2.484 -0.100 0.449  -0.317
H -1.657 0.020 3.065  0.309
H -0.241 -0.684 2.426  0.302
H -1.697 -1.518 2.052  0.363
H 1.411 -0.842 -1.273  0.303
H 2.148 -1.235 0.273  0.389
H 2.520 0.513 -0.971  0.246
H 4.399 -1.393 -0.160  0.277
H 5.478 -0.097 -0.712  0.318
H 4.488 -0.655 -1.844  0.262



# C45H48CsN5O2P2S2

A structure of composition C45H48CsN5O2P2S2 (ωB97M-V with the def2-TZVPD basis set, OMol25).

Highest occupied orbital energy ... -2.86 eV
DFT total energy ... -3667.21598 Eh
ΔE to the lowest compared entry with this formula, charge and spin ... 0.00 kJ/mol
Total charge ... -2
Molar mass ... 949.90 g/mol
HOMO-LUMO gap ... 6.2774 eV

Last column: Mulliken charge in e.
CARTESIAN COORDINATES (ANGSTROEM)
Cs -0.112 0.572 -1.609  1.154
O 0.622 0.397 -4.548  -0.449
C 0.145 -0.118 -5.607  0.267
C 0.925 -0.261 -6.802  -0.615
C 0.458 -0.911 -7.920  -0.532
C -0.823 -1.473 -7.952  -0.691
C -1.616 -1.335 -6.826  -0.412
C -1.195 -0.637 -5.696  0.803
C -2.134 -0.540 -4.561  -0.783
N -2.499 0.480 -3.895  -0.204
C -2.017 1.795 -4.296  -0.377
C -2.654 2.874 -3.434  -1.384
N -2.053 2.944 -2.108  0.362
C -2.017 4.101 -1.578  -0.731
C -1.543 4.507 -0.262  0.998
C -1.753 5.854 0.068  -0.689
C -1.408 6.396 1.288  -0.762
C -0.825 5.546 2.238  -0.668
C -0.589 4.225 1.957  -0.363
C -0.908 3.630 0.689  -0.311
O -0.639 2.414 0.461  0.020
H 1.929 0.147 -6.782  0.132
H 1.104 -1.000 -8.789  0.374
H -1.181 -2.002 -8.826  0.342
H -2.613 -1.769 -6.818  0.379
H -2.617 -1.479 -4.269  0.416
H -2.273 1.966 -5.349  0.530
H -0.923 1.841 -4.239  0.120
H -3.717 2.629 -3.324  0.220
H -2.584 3.846 -3.947  0.550
H -2.415 4.953 -2.158  0.006
H -2.219 6.489 -0.682  0.305
H -1.589 7.441 1.505  0.353
H -0.556 5.937 3.215  0.406
H -0.144 3.567 2.695  0.279
C 2.304 0.610 3.833  -0.448
C 2.607 -0.565 3.160  -0.015
C 2.838 -0.531 1.793  -0.382
C 2.780 0.683 1.117  0.224
C 2.435 1.859 1.779  -0.360
C 2.209 1.814 3.143  -0.673
N 3.013 0.635 -0.290  0.463
N 3.243 1.734 -0.811  -0.625
C 3.394 1.664 -2.238  0.052
C 3.781 0.502 -2.896  -0.105
C 3.873 0.543 -4.274  -0.306
C 3.582 1.729 -4.929  -0.272
C 3.211 2.826 -4.173  -0.298
N 3.129 2.811 -2.846  -0.508
H 2.107 0.576 4.897  0.449
H 2.638 -1.507 3.694  0.232
H 3.053 -1.437 1.240  0.520
H 2.316 2.775 1.219  0.242
H 1.928 2.719 3.667  0.381
H 3.975 -0.398 -2.330  0.318
H 4.138 -0.345 -4.832  0.344
H 3.612 1.797 -6.008  0.410
H 2.959 3.766 -4.653  0.403
S 2.023 -6.674 3.837  -0.569
P 0.800 -5.152 3.469  0.587
S -1.165 -5.423 3.414  -0.527
C 1.180 -3.805 4.676  0.311
C 2.411 -3.756 5.323  -0.487
C 2.691 -2.742 6.230  -0.565
C 1.742 -1.765 6.500  -0.526
C 0.513 -1.805 5.855  -0.425
C 0.234 -2.820 4.950  -0.101
C 1.312 -4.344 1.887  0.197
C 0.397 -3.589 1.159  -0.222
C 0.755 -3.019 -0.055  -0.714
C 2.036 -3.194 -0.558  -0.421
C 2.961 -3.932 0.170  -0.856
C 2.600 -4.504 1.384  -0.223
H 3.133 -4.538 5.122  0.302
H 3.652 -2.718 6.731  0.348
H 1.959 -0.976 7.211  0.383
H -0.233 -1.045 6.054  0.358
H -0.733 -2.876 4.466  0.136
H -0.616 -3.486 1.529  0.204
H 0.009 -2.460 -0.606  0.682
H 2.312 -2.756 -1.511  0.430
H 3.964 -4.077 -0.215  0.320
H 3.302 -5.114 1.940  0.302
C -1.480 0.551 3.712  -1.596
C -0.931 -0.129 2.462  2.292
P -2.149 -0.762 1.230  -0.073
C -3.113 -1.944 2.277  0.245
C -4.178 -2.713 1.499  -1.528
C -3.333 0.652 1.078  0.223
C -4.165 0.604 -0.203  -1.158
H -0.659 0.860 4.364  0.343
H -2.132 -0.110 4.289  0.358
H -2.046 1.447 3.450  0.323
H -0.303 -0.985 2.730  -0.578
H -0.298 0.580 1.923  -0.817
H -3.570 -1.406 3.114  0.439
H -2.403 -2.662 2.700  -0.485
H -4.964 -2.052 1.127  0.348
H -4.645 -3.472 2.129  0.423
H -3.736 -3.222 0.640  0.294
H -2.714 1.552 1.067  -0.366
H -3.975 0.694 1.964  0.425
H -3.530 0.667 -1.088  0.196
H -4.859 1.448 -0.243  0.415
H -4.750 -0.315 -0.282  0.257



Question: What is the total charge in the sixth record?
Answer: -2



Question: Look up the total charge of the third one.
Answer: -2



Question: What is the formula in the third record?
Answer: C34H60AsN3NiO6S2Si6Te